[1]
Below is a cluster of 8 separate species, C8H34N2O8 in total, with properties calculated with ωB97M-V/def2-TZVPD.

Each line ends with the Löwdin charge.
Geometry (Å):
O -13.464 26.054 33.528  -0.035
H -12.664 26.551 33.702  0.066
H -14.038 26.674 33.078  0.082
O -15.082 26.152 35.750  -0.057
H -14.329 25.883 35.224  -0.025
H -15.675 25.401 35.721  0.036
O -9.590 26.207 32.836  -0.037
H -9.792 26.186 31.901  0.036
H -9.888 25.359 33.166  -0.004
O -12.570 23.444 33.875  -0.051
H -11.904 23.381 33.190  -0.008
H -13.043 24.252 33.676  0.003
O -12.413 21.166 35.559  -0.053
H -12.412 20.637 34.761  0.013
H -12.544 22.063 35.252  -0.017
O -10.875 23.393 31.578  -0.019
H -10.787 24.183 31.046  0.053
H -10.039 23.320 32.040  0.044
C -10.047 23.265 36.334  -0.033
C -8.554 23.044 36.509  -0.314
C -8.085 21.625 36.213  -0.160
O -6.688 21.479 36.154  -0.120
C -6.283 20.162 35.929  -0.058
N -7.928 24.049 35.625  0.283
H -10.626 22.639 37.012  0.100
H -10.385 22.878 35.373  0.065
H -10.400 24.293 36.421  0.101
H -8.185 23.233 37.517  0.196
H -8.538 21.368 35.256  0.157
H -8.506 20.881 36.889  0.160
H -5.336 20.202 35.391  0.112
H -7.096 19.640 35.426  0.100
H -6.148 19.654 36.884  0.109
H -8.251 24.948 35.954  0.133
H -6.930 24.100 35.778  0.131
C -14.193 15.991 34.739  -0.082
C -14.511 17.425 34.876  -0.440
C -14.200 18.269 33.609  -0.179
O -14.461 19.662 33.873  -0.203
C -14.200 20.403 32.727  -0.139
N -15.952 17.542 35.159  0.035
H -14.750 15.535 33.920  0.085
H -14.377 15.371 35.616  0.087
H -13.123 15.888 34.557  0.078
H -14.062 17.857 35.771  0.141
H -14.754 17.928 32.735  0.127
H -13.142 18.162 33.369  0.116
H -14.893 20.094 31.944  0.092
H -13.177 20.222 32.396  0.084
H -14.273 21.484 32.846  0.081
H -16.122 18.534 35.083  0.060
H -16.480 17.067 34.441  0.068

**Highest occupied orbital energy (spin up / spin down)**: -10.7 / -10.7 eV
**Relative energy (zero: lowest compared OMol25 entry of this formula, charge and spin)**: 0.0 kcal/mol
**Total charge**: +1
**Gap between HOMO and LUMO (spin up / spin down)**: 7.6121 / 1.6526 eV
**Spin multiplicity**: 2


[2]
Below is a cluster of 2 separate species, C6H13OPS2 in total, with properties calculated with ωB97M-V/def2-TZVPD.

Each line ends with the Löwdin charge.
Geometry (Å):
C -2.318 -1.224 2.100  -0.109
C -1.347 -1.043 0.995  -0.296
C -0.145 -0.807 1.346  -0.451
P 1.327 -0.877 0.241  0.341
S 2.017 -2.840 0.724  0.350
S 0.278 -0.909 -1.567  0.528
C 1.605 -0.265 -2.595  -0.500
H -2.603 -0.206 2.511  0.094
H -1.871 -1.816 2.901  0.072
H -3.418 -1.523 1.863  0.102
H -1.677 -0.977 -0.023  0.051
H 0.220 -0.903 2.371  0.073
H 3.275 -2.462 0.968  -0.217
H 1.222 -0.064 -3.619  0.042
H 2.292 -1.121 -2.832  0.037
H 2.109 0.530 -1.983  0.006
C 0.441 2.229 -0.385  -0.098
C -0.952 2.615 -0.620  -0.314
O -1.847 1.846 -0.390  0.038
H 0.446 1.223 0.040  -0.040
H 1.197 2.106 -1.243  0.095
H 0.924 2.887 0.297  0.074
H -1.175 3.603 -1.099  0.123

**Highest occupied orbital energy**: -8.6 eV
**Relative energy (zero: lowest compared OMol25 entry of this formula, charge and spin)**: 31.9 kcal/mol
**SMILES**: C/C=C/P(S)SC.CC=O
**Gap between HOMO and LUMO**: 9.2847 eV


[3]
Below is the ion C3H9N4 with charge +1, with properties calculated with ωB97M-V/def2-TZVPD.

Each line ends with the Löwdin charge.
Geometry (Å):
H 2.216 -0.310 2.286  0.064
N 2.225 0.296 1.500  0.114
N 1.761 -0.267 0.544  -0.089
C 1.572 0.529 -0.693  -0.221
C 0.095 0.683 -0.805  -0.145
N -0.475 -0.663 -0.878  0.076
N -1.486 -1.100 -0.276  0.111
C -2.170 -0.489 0.778  -0.027
H 1.922 -0.111 -1.585  0.140
H 2.189 1.553 -0.778  0.175
H -0.327 1.220 0.079  0.132
H -0.058 1.215 -1.800  0.169
H -0.124 -1.380 -1.480  0.177
H -2.236 -1.066 1.625  0.091
H -1.883 0.503 1.057  0.084
H -3.222 -0.612 0.427  0.148

**Highest occupied orbital energy**: -13.2 eV
**Relative energy (zero: lowest compared OMol25 entry of this formula, charge and spin)**: 117.0 kcal/mol
**Total charge**: +1
**SMILES**: [H]/N=N/CC/[NH+]=N\C
**Gap between HOMO and LUMO**: 7.4686 eV


[4]
Below is a cluster of 2 separate species, C2H7N3 in total, with properties calculated with ωB97M-V/def2-TZVPD.

Each line ends with the Löwdin charge.
Geometry (Å):
H -1.307 -1.033 2.017  0.027
N -1.230 -0.809 1.032  0.050
C -0.981 0.401 0.727  -0.399
N -0.365 1.295 1.574  0.081
H -1.186 0.651 -0.310  0.092
H -0.244 0.862 2.470  0.084
H -0.466 2.280 1.457  0.079
C 1.784 -0.633 -1.547  -0.150
N 0.684 -0.465 -2.117  0.027
H 2.607 -1.158 -2.051  0.057
H 2.023 -0.283 -0.537  0.054
H -0.199 -0.460 -1.656  -0.003

**Highest occupied orbital energy**: -9.0 eV
**Relative energy (zero: lowest compared OMol25 entry of this formula, charge and spin)**: 47.7 kcal/mol
**SMILES**: [H]/N=C\N.C=N
**Gap between HOMO and LUMO**: 9.9914 eV


[5]
Below is the ion C6H7N2 with charge +1, with properties calculated with ωB97M-V/def2-TZVPD.

Each line ends with the Löwdin charge.
Geometry (Å):
C 0.715 -2.048 1.667  0.118
C 0.963 -1.409 0.571  -0.107
N 1.449 -1.181 -0.506  0.161
C 1.281 -0.905 -1.790  -0.020
C 0.068 -0.299 -2.051  0.075
N -0.744 0.379 -1.353  0.156
C -1.018 0.891 -0.182  -0.087
C -1.290 2.285 0.203  -0.025
H 0.122 -1.871 2.492  0.058
H 1.445 -2.862 1.743  0.114
H 2.043 -1.056 -2.458  0.108
H -1.325 0.063 0.519  0.155
H -2.254 2.636 0.184  0.067
H -0.605 3.042 -0.260  0.117
H -0.850 2.335 1.222  0.110

**Highest occupied orbital energy (spin up / spin down)**: -13.2 / -13.2 eV
**Relative energy (zero: lowest compared OMol25 entry of this formula, charge and spin)**: 120.5 kcal/mol
**Total charge**: +1
**SMILES**: C=C=NC=C=[N+]=CC
**Gap between HOMO and LUMO (spin up / spin down)**: 7.2210 / 7.2219 eV


[6]
Below is a cluster of 2 separate species, C3H9NO2 in total, with properties calculated with ωB97M-V/def2-TZVPD.

Each line ends with the Löwdin charge.
Geometry (Å):
C 1.238 -0.842 1.415  0.028
C -0.388 -1.214 1.814  -0.577
N -1.387 -0.840 1.011  0.140
O -0.552 -1.945 2.709  0.065
H 1.417 -0.776 0.341  0.045
H 1.896 -1.597 1.680  0.030
H 1.443 0.089 1.850  0.035
H -2.308 -1.054 1.282  0.088
H -1.169 -0.015 0.321  0.127
C 0.204 1.685 -2.153  -0.131
O -0.915 0.883 -1.726  -0.178
H 0.656 1.245 -3.006  0.066
H -0.324 2.655 -2.306  0.096
H 0.879 1.791 -1.307  0.070
H -0.692 -0.067 -1.924  0.096

**Highest occupied orbital energy**: -9.4 eV
**Relative energy (zero: lowest compared OMol25 entry of this formula, charge and spin)**: 42.5 kcal/mol
**SMILES**: CC(N)=O.CO
**Gap between HOMO and LUMO**: 10.0603 eV


[7]
Below is an isolated molecule of C20H21N3O3, with properties calculated with ωB97M-V/def2-TZVPD.

Each line ends with the Löwdin charge.
Geometry (Å):
N -0.890 -0.682 0.439  0.094
C -0.836 0.579 1.102  -0.279
C 0.506 0.738 1.871  -0.117
C 0.525 0.360 3.329  -0.222
C 0.649 1.297 4.347  -0.048
C 0.638 0.888 5.656  -0.121
C 0.385 -0.406 6.034  -0.103
C 0.275 -1.390 5.039  -0.079
C 0.389 -0.999 3.704  -0.040
C -1.060 1.877 0.250  -0.374
O -0.527 2.953 0.565  0.040
N -2.038 1.797 -0.767  0.112
C -2.071 1.174 -2.130  -0.197
C -0.736 1.316 -2.886  -0.073
C 0.500 0.671 -2.312  -0.178
C 1.454 1.320 -1.551  -0.070
N 2.466 0.515 -1.186  0.102
C 2.263 -0.704 -1.817  -0.216
C 3.030 -1.848 -1.702  -0.014
C 2.542 -2.989 -2.377  -0.079
C 1.340 -2.876 -3.120  -0.088
C 0.506 -1.740 -3.099  -0.013
C 1.016 -0.630 -2.445  -0.192
C -2.626 -0.216 -2.141  -0.494
O -2.505 -0.812 -3.190  0.094
O -3.375 -0.653 -1.124  0.110
H -0.530 -0.747 -0.478  0.041
H -1.875 -0.926 0.282  0.068
H -1.700 0.568 1.803  0.168
H 1.310 0.098 1.483  0.112
H 0.887 1.780 1.694  0.114
H 0.766 2.345 4.120  0.112
H 0.846 1.608 6.434  0.100
H 0.352 -0.659 7.136  0.118
H 0.057 -2.432 5.140  0.091
H 0.382 -1.716 2.906  0.100
H -2.539 2.659 -0.851  0.122
H -2.797 1.725 -2.741  0.166
H -0.479 2.414 -2.939  0.142
H -0.851 0.971 -3.925  0.127
H 1.385 2.358 -1.273  0.130
H 3.222 0.804 -0.570  0.168
H 3.915 -1.760 -1.069  0.111
H 3.049 -3.940 -2.319  0.091
H 1.021 -3.753 -3.672  0.092
H -0.439 -1.689 -3.713  0.119
H -3.628 -1.567 -1.359  0.150

**Highest occupied orbital energy**: -8.0 eV
**Relative energy (zero: lowest compared OMol25 entry of this formula, charge and spin)**: 72.8 kcal/mol
**SMILES**: N[C@@H](Cc1ccccc1)C(=O)N[C@@H](Cc1c[nH]c2ccccc12)C(=O)O
**Gap between HOMO and LUMO**: 8.3812 eV


[8]
Below is a structure of composition C39H46Ge2N4O5PSr, with properties calculated with ωB97M-V/def2-TZVPD.

Each line ends with the Löwdin charge.
Geometry (Å):
Sr -0.826 0.813 -1.561  1.354
O -1.313 5.031 -2.594  0.048
C -1.520 4.042 -1.907  -0.523
N -1.693 2.763 -2.290  -0.179
C -2.405 2.456 -3.494  -0.244
C -3.506 3.227 -3.874  -0.037
C -4.274 2.907 -4.977  -0.102
C -3.952 1.780 -5.725  -0.099
C -2.867 1.011 -5.356  -0.039
C -2.074 1.326 -4.251  -0.250
N -0.979 0.475 -3.870  -0.132
C -0.235 0.008 -4.886  -0.523
O -0.092 0.485 -6.007  0.034
C 0.462 -1.319 -4.611  -0.198
C 1.311 -1.817 -5.595  -0.002
C 1.886 -3.060 -5.421  -0.053
C 1.587 -3.770 -4.268  -0.055
C 0.744 -3.187 -3.342  -0.171
N 0.186 -1.984 -3.489  0.110
C -1.692 4.252 -0.403  -0.190
C -1.788 5.558 0.058  -0.001
C -2.186 5.783 1.362  -0.054
C -2.467 4.689 2.163  -0.067
C -2.287 3.422 1.636  -0.154
N -1.900 3.184 0.380  0.101
H -3.742 4.105 -3.285  0.111
H -5.114 3.532 -5.252  0.095
H -4.535 1.511 -6.596  0.095
H -2.594 0.143 -5.944  0.113
H 1.480 -1.210 -6.472  0.116
H 2.548 -3.473 -6.171  0.108
H 2.007 -4.749 -4.078  0.105
H 0.513 -3.717 -2.424  0.061
H -1.587 6.357 -0.642  0.117
H -2.301 6.791 1.740  0.109
H -2.825 4.807 3.177  0.103
H -2.488 2.555 2.246  0.070
C -1.169 -3.188 2.048  -0.236
Ge -0.100 -3.297 0.418  0.689
C -1.435 -3.633 -0.992  -0.257
C 1.054 -4.852 0.587  -0.246
Ge 1.069 -1.192 -0.218  0.870
C 2.571 -1.548 -1.467  -0.379
C 2.959 -0.620 -2.433  -0.123
C 4.123 -0.797 -3.166  -0.074
C 4.929 -1.903 -2.930  -0.085
C 4.563 -2.826 -1.963  -0.081
C 3.389 -2.652 -1.240  -0.128
C 2.263 -0.389 1.152  -0.405
C 2.547 0.974 1.174  -0.150
C 3.516 1.490 2.025  -0.094
C 4.210 0.643 2.877  -0.087
C 3.934 -0.719 2.865  -0.086
C 2.971 -1.229 2.008  -0.130
H -1.888 -4.007 1.986  0.030
H -1.709 -2.246 2.101  -0.003
H -0.576 -3.302 2.953  0.010
H -2.406 -3.756 -0.512  0.021
H -1.215 -4.545 -1.547  0.024
H -1.499 -2.820 -1.717  -0.004
H 0.373 -5.696 0.710  0.029
H 1.695 -4.782 1.466  0.018
H 1.671 -5.023 -0.292  0.007
H 2.347 0.252 -2.650  0.095
H 4.397 -0.075 -3.924  0.109
H 5.839 -2.043 -3.499  0.102
H 5.189 -3.688 -1.771  0.103
H 3.130 -3.382 -0.484  0.074
H 2.012 1.662 0.525  0.093
H 3.728 2.552 2.022  0.107
H 4.966 1.039 3.541  0.102
H 4.474 -1.386 3.526  0.105
H 2.769 -2.296 2.019  0.093
C 1.121 -1.888 5.099  -0.065
C -0.057 -1.063 4.632  -0.276
O 0.181 -0.665 3.273  -0.333
P -0.593 0.521 2.497  0.824
O -0.648 1.649 3.671  -0.333
C 0.462 2.567 3.736  -0.297
C 0.176 3.584 4.811  -0.062
O -2.154 0.094 2.463  -0.343
C -3.116 0.142 3.534  -0.283
C -4.495 0.208 2.926  -0.066
H 0.895 -2.354 6.058  0.081
H 2.008 -1.266 5.213  0.074
H 1.352 -2.674 4.381  0.068
H -0.172 -0.172 5.250  0.115
H -0.988 -1.633 4.681  0.102
H 0.597 3.038 2.758  0.109
H 1.371 2.006 3.967  0.108
H -0.724 4.150 4.579  0.063
H 1.011 4.281 4.889  0.084
H 0.044 3.095 5.777  0.080
H -2.910 1.010 4.162  0.111
H -2.998 -0.754 4.147  0.109
H -4.592 1.087 2.287  0.076
H -5.248 0.266 3.712  0.082
H -4.694 -0.678 2.323  0.080

**Highest occupied orbital energy (spin up / spin down)**: -6.6 / -6.6 eV
**Gap between HOMO and LUMO (spin up / spin down)**: 6.7899 / 4.3310 eV
**Spin multiplicity**: 2


The following molar mass values (in Da) correspond, in order, to the records above: 286.37 196.28 101.13 73.10 107.14 91.11 351.41 914.63.